# 1
Formula: C42H80Cl4F8INO9P
Source: the OMol25 dataset
Level of theory: ωB97M-V/def2-TZVPD

HOMO energy: -11.0 eV
gap between HOMO and LUMO: 6.59 eV
lowest unoccupied orbital energy: -4.387 eV
ΔE to the lowest compared entry with this formula, charge and spin: 40.6 kJ/mol
total energy: -153979.092 eV

```
! wB97M-V def2-TZVPD RIJCOSX def2/J DEFGRID3
* xyz 1 1
C -2.493 -0.912 3.196
C -1.929 -1.036 1.822
Cl -1.246 0.403 1.155
C -1.942 -2.140 1.061
Cl -2.716 -3.574 1.635
C -1.351 -2.255 -0.299
N -2.045 -1.801 -1.279
I -3.897 -0.928 -1.106
C -1.337 -1.924 -2.588
O -2.145 -2.401 -3.614
C -0.836 -0.501 -2.932
C -1.835 0.362 -3.716
O -2.143 1.560 -3.012
C -1.229 2.604 -3.233
C -1.388 3.279 -4.610
F -2.611 2.996 -5.118
F -1.341 4.628 -4.412
C -0.277 2.927 -5.657
F 0.521 4.011 -5.830
F 0.521 1.922 -5.204
C -0.790 2.532 -7.062
F -1.363 3.630 -7.616
F -1.691 1.529 -6.977
C 0.416 2.067 -7.955
F 0.462 0.705 -7.933
F 0.206 2.479 -9.222
C -0.261 -2.990 -2.249
C 0.939 -2.818 -3.200
P -0.811 -4.774 -2.599
O -2.399 -4.713 -2.144
Cl -0.948 -4.899 -4.656
C 0.017 -2.898 -0.697
C -0.007 -4.206 0.115
C 1.147 -5.235 -0.030
C 2.284 -4.952 -1.006
C 3.328 -6.084 -0.887
O 4.660 -5.630 -0.901
C 1.073 -1.820 -0.333
C 1.475 -1.650 1.137
C 2.165 -0.285 1.337
Cl 2.672 -2.909 1.616
H -2.751 0.123 3.386
H -1.766 -1.270 3.924
H -3.386 -1.517 3.303
H -3.079 -2.365 -3.388
H 0.111 -0.507 -3.458
H -0.660 0.023 -1.994
H -2.786 -0.128 -3.884
H -1.439 0.591 -4.701
H -0.209 2.264 -3.056
H -1.443 3.368 -2.496
H 1.373 2.433 -7.591
H 1.399 -3.759 -3.476
H 0.565 -2.390 -4.125
H 1.688 -2.133 -2.820
H -2.934 -4.943 -2.912
H -0.946 -4.727 -0.042
H -0.023 -3.904 1.159
H 0.732 -6.206 -0.290
H 1.593 -5.360 0.952
H 2.803 -4.024 -0.803
H 1.887 -5.009 -2.014
H 3.202 -6.603 0.059
H 3.137 -6.819 -1.672
H 4.815 -5.082 -1.670
H 1.996 -1.994 -0.878
H 0.703 -0.866 -0.695
H 0.649 -1.781 1.820
H 1.975 0.363 0.487
H 3.227 -0.395 1.496
H 1.726 0.214 2.195
C -1.407 -4.730 5.910
C -0.334 -4.151 5.004
O 0.161 -2.892 5.418
C 0.778 -2.850 6.697
C 1.985 -3.761 6.829
H -2.243 -4.036 6.005
H -1.777 -5.670 5.500
H -1.030 -4.933 6.912
H -0.758 -3.973 4.015
H 0.486 -4.865 4.870
H 0.044 -3.062 7.481
H 1.088 -1.814 6.831
H 1.722 -4.813 6.710
H 2.435 -3.641 7.814
H 2.732 -3.516 6.073
C 7.761 -4.840 -0.247
C 8.376 -3.522 0.187
O 7.432 -2.497 0.446
C 6.493 -2.755 1.474
C 7.119 -3.003 2.836
H 7.151 -4.700 -1.140
H 8.546 -5.562 -0.473
H 7.123 -5.274 0.522
H 9.006 -3.135 -0.614
H 9.028 -3.668 1.055
H 5.834 -3.585 1.193
H 5.867 -1.862 1.523
H 7.749 -3.893 2.841
H 6.339 -3.144 3.586
H 7.738 -2.156 3.132
C -2.364 3.797 0.324
C -2.067 3.704 1.812
O -1.123 4.647 2.270
C -1.466 6.013 2.104
C -2.737 6.423 2.826
H -1.441 3.686 -0.250
H -3.060 3.008 0.028
H -2.812 4.753 0.052
H -1.628 2.730 2.023
H -2.995 3.767 2.393
H -1.524 6.262 1.038
H -0.627 6.578 2.509
H -3.614 5.892 2.451
H -2.914 7.490 2.694
H -2.653 6.214 3.893
C -7.530 0.947 -0.254
C -7.376 0.698 1.238
O -6.409 1.524 1.858
C -6.643 2.924 1.793
C -7.944 3.364 2.439
H -6.559 0.830 -0.738
H -8.238 0.240 -0.686
H -7.886 1.952 -0.476
H -7.025 -0.322 1.400
H -8.343 0.779 1.744
H -6.589 3.272 0.756
H -5.805 3.379 2.320
H -8.817 2.940 1.940
H -8.033 4.449 2.396
H -7.976 3.054 3.484
C 3.042 8.014 -2.465
C 3.588 7.448 -1.165
O 2.752 7.668 -0.043
C 1.454 7.115 -0.111
C 1.439 5.602 -0.265
H 2.862 9.085 -2.369
H 3.756 7.851 -3.272
H 2.101 7.543 -2.755
H 4.528 7.942 -0.922
H 3.813 6.381 -1.272
H 0.874 7.594 -0.909
H 0.973 7.384 0.828
H 1.907 5.281 -1.197
H 0.412 5.233 -0.259
H 1.979 5.132 0.558
*
```

***

# 2
Formula: C29H24AuBrN8O2Se
Source: the OMol25 dataset
Level of theory: ωB97M-V/def2-TZVPD

HOMO energy: -11.9 eV
gap between HOMO and LUMO: 3.51 eV
lowest unoccupied orbital energy: -8.433 eV
ΔE to the lowest compared entry with this formula, charge and spin: 0.0 kJ/mol
total energy: -185544.292 eV

```
! wB97M-V def2-TZVPD RIJCOSX def2/J DEFGRID3
* xyz 2 1
Au -0.070 1.007 0.157
Se -1.322 7.183 4.417
N -2.142 5.616 4.327
C -1.583 4.985 3.331
C -1.980 3.639 2.913
C -3.077 2.956 3.447
C -3.386 1.696 2.984
C -2.580 1.118 2.009
N -1.543 1.772 1.496
C -1.246 3.024 1.914
C -0.173 3.723 1.211
N 0.435 3.060 0.197
C 1.347 3.673 -0.554
C 1.709 4.994 -0.312
C 1.122 5.673 0.732
C 0.157 5.031 1.515
C -0.531 5.677 2.635
N -0.231 6.874 3.057
H -3.669 3.439 4.215
H -4.236 1.148 3.363
H -2.767 0.119 1.635
H 1.784 3.108 -1.363
H 2.446 5.464 -0.948
H 1.380 6.700 0.959
C -1.286 -3.719 2.616
C -1.396 -2.692 1.543
C -2.352 -2.494 0.560
C -1.953 -1.371 -0.165
N -0.816 -0.907 0.360
N -0.517 -1.686 1.426
C -2.607 -0.718 -1.333
H -2.020 -4.504 2.451
H -1.478 -3.271 3.592
H -0.295 -4.172 2.636
H -3.209 -3.115 0.360
H 0.399 -1.632 1.844
H -3.359 -1.379 -1.759
H -1.866 -0.508 -2.105
H -3.110 0.210 -1.045
N 0.508 1.198 -2.966
C 1.637 0.763 -2.344
C 2.832 0.592 -3.052
C 3.973 0.236 -2.382
C 3.944 0.042 -0.994
C 2.757 0.224 -0.353
N 1.630 0.590 -1.012
H 0.515 1.156 -3.974
H -0.371 0.906 -2.566
H 2.827 0.725 -4.125
H 4.897 0.101 -2.930
H 4.821 -0.250 -0.438
H 2.665 0.080 0.715
Br -1.688 -6.980 -2.239
C -0.111 -5.951 -2.177
C 1.099 -6.521 -2.535
C 2.254 -5.751 -2.489
C 2.210 -4.422 -2.081
C 0.978 -3.888 -1.754
C -0.194 -4.622 -1.786
C 0.868 -2.379 -1.334
O 1.382 -2.164 -0.213
O 0.285 -1.639 -2.144
H 1.141 -7.557 -2.839
H 3.204 -6.197 -2.755
H 3.115 -3.832 -2.013
H -1.151 -4.183 -1.538
*
```

***

| no. | strongest force on any atom (eV Å⁻¹) |
| --- | --- |
| 1 | 2.084 |
| 2 | 3.246 |